{
  "formula": "C16H25AsCrN3O6SSe3Te",
  "method": "ωB97M-V/def2-TZVPD",
  "de_lowest_kcal_mol": 0.0,
  "total_charge": -2,
  "lumo_ev": [3.755, 3.245],
  "e_tot_ev": -337178.594,
  "homo_lumo_gap_ev": [5.5, 4.9],
  "spin_multiplicity": 4,
  "s2": 4.228,
  "homo_energy_ev": [-1.79, -1.69],
  "elements": ["Cr", "C", "C", "C", "C", "C", "C", "C", "S", "O", "O", "N", "C", "C", "O", "O", "H", "H", "H", "H", "H", "H", "H", "H", "H", "C", "C", "N", "O", "C", "C", "N", "O", "H", "H", "H", "H", "H", "H", "H", "Se", "Se", "Te", "Se", "C", "As", "C", "C", "H", "H", "H", "H", "H", "H", "H", "H", "H"],
  "coordinates": [[10.758, 12.032, 8.975], [13.009, 5.191, 10.795], [13.034, 6.647, 10.322], [12.577, 7.739, 11.039], [12.812, 9.020, 10.591], [13.558, 9.207, 9.441], [13.992, 8.115, 8.662], [13.727, 6.853, 9.098], [13.847, 10.749, 8.648], [13.647, 10.535, 7.223], [15.215, 11.101, 9.038], [12.800, 11.911, 9.313], [13.242, 13.151, 9.866], [12.033, 14.115, 10.187], [12.262, 15.261, 10.560], [10.829, 13.687, 9.974], [13.815, 4.677, 10.327], [12.013, 4.713, 10.589], [13.170, 5.204, 11.890], [12.073, 7.568, 11.985], [12.371, 9.882, 11.143], [14.569, 8.311, 7.753], [13.947, 5.960, 8.491], [14.043, 13.584, 9.180], [13.760, 12.980, 10.819], [8.323, 8.717, 7.337], [8.924, 9.848, 8.093], [10.108, 10.333, 7.834], [10.715, 9.937, 6.659], [8.372, 10.210, 9.357], [7.108, 9.617, 9.945], [8.944, 11.199, 10.035], [8.758, 11.292, 11.263], [7.351, 9.031, 6.881], [8.153, 7.920, 8.029], [8.987, 8.429, 6.519], [11.682, 10.107, 6.761], [7.240, 8.550, 10.246], [6.255, 9.760, 9.235], [6.835, 10.164, 10.813], [6.260, 11.430, 6.480], [4.479, 12.118, 5.256], [3.712, 14.718, 6.432], [3.771, 14.251, 8.762], [10.352, 14.934, 6.818], [9.158, 13.354, 7.159], [8.914, 12.842, 5.240], [7.834, 14.552, 7.997], [9.909, 15.685, 6.164], [11.307, 14.681, 6.308], [10.548, 15.454, 7.788], [9.328, 13.606, 4.599], [7.871, 12.732, 4.985], [9.457, 11.890, 5.170], [7.704, 14.377, 9.077], [6.904, 14.350, 7.426], [8.084, 15.606, 7.863]],
  "nbo_charge": [1.050, -0.627, 0.000, -0.246, -0.104, -0.355, -0.166, -0.233, 2.292, -0.984, -0.988, -1.038, -0.340, 0.781, -0.683, -0.772, 0.209, 0.216, 0.211, 0.210, 0.242, 0.239, 0.199, 0.202, 0.188, -0.683, 0.223, -0.247, -0.596, -0.030, -0.656, -0.033, -0.530, 0.248, 0.219, 0.235, 0.506, 0.185, 0.215, 0.248, -0.214, -0.215, 0.094, -0.626, -0.945, 0.906, -0.925, -0.926, 0.196, 0.209, 0.245, 0.212, 0.235, 0.241, 0.255, 0.240, 0.212]
}